Record 1
# C5H14

2 unconnected molecules or ions with the total composition C5H14 at a distorted geometry (the ωB97M-V functional and the def2-TZVPD basis, the Open Molecules 2025 dataset).

XYZ file:
```
19
Properties=species:S:1:pos:R:3:forces:R:3:nbo_charge:R:1
C -0.2124 1.7269 2.0365 0.1529 -0.2403 -0.2666 -0.4086
C -1.3871 2.5224 1.4860 -1.0006 -0.4898 -0.3837 -0.6075
C 0.3456 0.7350 1.0215 -0.1089 -1.0737 -1.0960 -0.6168
H 0.6228 2.3964 2.2458 -0.2034 0.1864 0.3377 0.1998
H -0.5440 1.2496 2.9557 0.3451 -0.0923 0.2039 0.2035
H -2.3508 1.9885 1.5018 0.3530 -0.3513 0.3759 0.2016
H -0.0744 -0.2779 0.9480 -0.6138 0.2961 0.5616 0.2048
H 0.1561 1.1240 0.0159 0.3094 0.1406 -0.0046 0.1990
H -1.2909 2.6775 0.4067 0.3749 0.7139 0.2145 0.2017
H -1.5961 3.4210 2.0645 0.2973 0.2692 -0.3085 0.2116
H 1.4074 0.4798 1.0723 0.0972 0.6288 0.3520 0.2103
C 1.3101 -2.1227 -2.2369 -0.1143 0.4139 -0.3171 -0.6084
C -0.1104 -2.3845 -1.7258 0.6042 0.5513 0.4078 -0.6073
H 1.8203 -1.3890 -1.6114 0.1748 -0.3066 0.2047 0.2016
H 1.8347 -3.0750 -2.2776 0.3515 0.1432 0.2786 0.2041
H 1.3995 -1.6950 -3.2336 -0.4299 -0.1076 -0.2562 0.2020
H -0.0419 -2.3503 -0.6374 -0.2888 -0.2811 0.0505 0.2010
H -0.4126 -3.3657 -2.0314 -0.4556 -0.4957 -0.1015 0.2027
H -0.8757 -1.6608 -2.0006 0.1550 0.0950 -0.2531 0.2048
```
Positions in Å, forces in eV/Å.

Results
Structure (SMILES): CCC.CC


Record 2
# C5H14

2 unconnected molecules or ions with the total composition C5H14 at a distorted geometry (the ωB97M-V functional and the def2-TZVPD basis, the Open Molecules 2025 dataset).

XYZ file:
```
19
Properties=species:S:1:pos:R:3:forces:R:3:nbo_charge:R:1
C -1.0581 -2.0268 2.0040 -0.2554 -1.1603 1.4456 -0.6239
C 0.5114 -2.2153 2.0735 -3.5236 2.6775 -4.3295 -0.5965
H -1.3692 -3.1041 1.6912 -0.7283 2.3853 0.6987 0.2136
H -1.6323 -1.4786 2.8574 1.1564 -1.9347 -0.6486 0.2114
H -1.2494 -1.2611 1.2855 -0.2950 -0.1876 -1.3054 0.1970
H 0.7425 -1.4212 1.2888 1.1525 -1.3014 1.2303 0.2021
H 0.7052 -3.1815 1.7406 0.6325 -1.4888 -0.9406 0.1982
H 0.9600 -2.1137 2.9501 1.8559 1.0152 3.8411 0.1987
C 0.5036 1.5164 -1.9179 -0.4182 -1.1980 1.2569 -0.4172
C 0.5325 2.5225 -0.8063 4.6349 0.8777 -0.1092 -0.6172
C -0.4560 0.3714 -1.4623 0.8795 -2.3602 -5.3189 -0.6064
H 0.0653 1.8538 -2.7935 -1.0920 1.3088 -1.6080 0.1979
H 1.5167 1.3323 -2.3179 -0.2452 -0.9445 0.9498 0.2037
H -0.2377 3.2757 -0.8455 -0.5623 -0.2528 0.7933 0.2211
H 0.0038 -0.6784 -1.7898 -1.1398 1.9884 0.2883 0.2030
H -0.6459 0.1902 -0.4710 -0.3595 0.4360 2.5817 0.1980
H 1.5334 3.1139 -1.0005 -1.8413 -0.5137 0.4896 0.1962
H 0.8437 1.9433 0.1229 -1.2837 1.2066 -0.6265 0.2122
H -1.4364 0.5204 -2.0640 1.4325 -0.5535 1.3115 0.2083
```
Positions in Å, forces in eV/Å.

Results
Structure (SMILES): CCC.CC


Record 3
# C5H14

2 unconnected molecules or ions with the total composition C5H14 (the ωB97M-V functional and the def2-TZVPD basis, the Open Molecules 2025 dataset).

XYZ file:
```
19
Properties=species:S:1:pos:R:3:forces:R:3:nbo_charge:R:1
C -0.5948 -0.5299 -1.2902 -0.0465 -0.0439 0.0009 -0.3944
C -0.3718 0.4140 -2.4640 -0.0090 -0.0672 -0.1589 -0.6046
C -1.2297 -1.8453 -1.7291 0.1623 0.0037 0.0674 -0.6024
H 0.3605 -0.7351 -0.8041 0.0480 -0.0202 0.0414 0.1917
H -1.2291 -0.0532 -0.5386 0.0354 0.0395 0.0082 0.1952
H -1.3223 0.7228 -2.9059 0.0211 0.0676 0.0657 0.2005
H 0.1862 -0.0913 -3.2552 0.0569 -0.0190 0.0062 0.1988
H -2.2068 -1.6722 -2.1808 -0.0567 -0.0499 0.0104 0.2004
H -0.5996 -2.3362 -2.4720 -0.0113 -0.0225 -0.0750 0.1988
H 0.1958 1.3039 -2.1882 -0.1053 0.0201 0.0618 0.2087
H -1.3410 -2.5415 -0.8947 -0.0946 0.0829 -0.0257 0.2076
C 0.6309 1.3165 2.0631 0.1380 -0.0330 0.2659 -0.6026
C 1.4073 0.5240 3.1155 -0.1880 0.1552 -0.1205 -0.6021
H -0.4370 1.3148 2.2792 -0.0468 -0.0426 -0.0382 0.2005
H 0.9554 2.3591 2.0482 0.0078 -0.0609 -0.1105 0.2008
H 0.7823 0.8791 1.0789 -0.0433 0.1023 -0.1298 0.2012
H 1.2518 0.9481 4.1082 0.0459 -0.0825 0.0252 0.2008
H 1.0882 -0.5175 3.1285 -0.0098 -0.0324 0.0736 0.2005
H 2.4737 0.5397 2.9011 0.0960 0.0028 0.0319 0.2006
```
Positions in Å, forces in eV/Å.

Results
Structure (SMILES): CCC.CC


Record 4
# C5H14

2 unconnected molecules or ions with the total composition C5H14 at a distorted geometry (the ωB97M-V functional and the def2-TZVPD basis, the Open Molecules 2025 dataset).

XYZ file:
```
19
Properties=species:S:1:pos:R:3:forces:R:3:nbo_charge:R:1
C 0.9402 -3.0822 1.0115 0.5039 0.0957 -0.4076 -0.6080
C 1.7338 -1.7899 0.8879 0.0003 0.7022 -0.9748 -0.6137
H 0.2237 -3.2066 0.1982 -0.0951 0.1749 0.0591 0.2015
H 1.6328 -3.9148 0.9094 -0.0952 -0.2763 0.3517 0.2032
H 0.4133 -3.1187 1.9614 -0.0266 -0.1875 0.0314 0.2045
H 2.3771 -1.5842 1.7372 -0.1319 0.0232 0.2593 0.2034
H 2.3879 -1.7372 0.0081 0.0543 -0.6082 0.0761 0.1996
H 1.0897 -0.9361 0.6705 -0.0296 -0.0518 0.6959 0.2087
C -1.4366 1.5795 -0.9704 0.0207 -1.7922 -0.4296 -0.4034
C -0.6581 0.7333 0.0526 -0.8528 0.4157 0.7537 -0.6138
C -0.9388 2.9927 -1.1503 -0.4857 -0.0329 -0.1120 -0.6054
H -1.3541 1.0153 -1.9021 0.3116 0.3167 -0.3715 0.1916
H -2.5106 1.4727 -0.8025 -0.0412 0.5736 0.3676 0.1993
H 0.3347 1.1610 0.1664 0.2379 -0.3716 0.0540 0.2037
H -1.2126 3.6023 -0.2887 0.1380 0.1914 -0.0978 0.2039
H -0.6443 -0.3336 -0.1604 0.2813 0.0898 -0.5966 0.2086
H -1.1434 0.7176 1.0376 0.1713 0.5232 0.0192 0.2032
H 0.1350 3.0237 -1.3052 0.2272 -0.0765 0.2083 0.2027
H -1.3697 3.4052 -2.0611 -0.1884 0.2905 0.1135 0.2103
```
Positions in Å, forces in eV/Å.

Results
Structure (SMILES): CCC.CC


Record 5
# C5H14

2 unconnected molecules or ions with the total composition C5H14 at a distorted geometry (the ωB97M-V functional and the def2-TZVPD basis, the Open Molecules 2025 dataset).

XYZ file:
```
19
Properties=species:S:1:pos:R:3:forces:R:3:nbo_charge:R:1
C -1.1769 1.7874 1.1120 0.9157 0.4331 0.3252 -0.4009
C 0.2935 1.7856 0.6637 -0.3157 -0.2934 0.2975 -0.5982
C -1.3262 1.0854 2.4495 0.5085 -0.5859 0.4309 -0.6109
H -1.4384 2.8387 1.2679 -0.4328 -0.1598 -0.4809 0.1955
H -1.8002 1.2880 0.3791 -0.2562 0.3344 -0.2376 0.1991
H 0.8583 2.4303 1.3336 0.1446 0.0887 0.0017 0.2003
H -2.0215 1.5855 3.1215 -0.0574 -0.1361 0.0044 0.2093
H -1.6185 0.0490 2.3144 -0.4193 -0.1520 -0.0222 0.2043
H 0.4321 2.1334 -0.3543 0.0103 0.0275 -0.1666 0.2067
H 0.7108 0.7823 0.7707 0.0606 -0.0233 -0.1955 0.1949
H -0.3581 0.9729 2.9582 -0.1510 0.4612 0.0410 0.2001
C 1.4051 -2.1484 -2.5455 0.5864 -0.9305 -1.2325 -0.6219
C 0.4107 -2.0092 -1.3982 0.0735 0.4290 -0.4778 -0.6191
H 2.1660 -1.3865 -2.6499 -0.0913 0.5688 0.3014 0.2066
H 2.0020 -3.0672 -2.5079 -0.1309 -0.0232 0.5109 0.2034
H 0.9798 -2.2550 -3.5508 -0.4344 0.3152 0.2559 0.2053
H 0.3996 -2.9389 -0.8393 -0.1873 0.1512 0.3668 0.2099
H -0.6017 -1.7802 -1.7419 0.0916 -0.2356 -0.0821 0.2072
H 0.6836 -1.1531 -0.7828 0.0851 -0.2692 0.3596 0.2083
```
Positions in Å, forces in eV/Å.

Results
Structure (SMILES): CCC.CC


Record 6
# C5H14

2 unconnected molecules or ions with the total composition C5H14 (the ωB97M-V functional and the def2-TZVPD basis, the Open Molecules 2025 dataset).

XYZ file:
```
19
Properties=species:S:1:pos:R:3:forces:R:3:nbo_charge:R:1
C -1.1822 0.4601 -0.3976 -0.0905 0.3582 -0.6462 -0.3931
C -0.7993 1.8990 -0.7519 0.1533 -0.2694 -0.2604 -0.6037
C -2.0584 -0.1572 -1.4924 0.0361 0.1350 0.3416 -0.6026
H -0.2808 -0.1475 -0.3341 0.0491 0.0273 0.3504 0.1941
H -1.7062 0.4718 0.5578 0.0718 -0.2816 0.1025 0.1945
H -1.6822 2.5364 -0.8113 0.0004 0.0494 0.0926 0.2003
H -0.3257 1.9146 -1.7379 0.0030 0.0619 0.0222 0.1975
H -2.9837 0.4081 -1.6075 -0.0901 -0.0571 -0.0242 0.1992
H -1.5385 -0.1367 -2.4512 0.0212 -0.0374 -0.0150 0.1995
H -0.0863 2.3267 -0.0476 -0.0897 0.0395 0.1015 0.2074
H -2.3006 -1.1925 -1.2519 -0.0947 -0.0063 -0.0805 0.2065
C 1.6713 -0.5181 1.8031 0.1809 0.1374 0.1303 -0.6111
C 2.0801 -1.5556 0.7686 -0.4522 -0.4537 -0.0001 -0.6081
H 1.9671 0.4913 1.5165 -0.1182 0.0284 -0.0716 0.2029
H 0.5959 -0.5276 1.9692 -0.0532 0.0317 0.0008 0.2059
H 2.1443 -0.7237 2.7646 0.0412 0.0361 -0.0140 0.2036
H 1.3363 -1.6656 -0.0226 0.0045 0.1946 -0.0575 0.1991
H 2.1215 -2.5383 1.2434 0.2208 -0.0081 -0.0917 0.2029
H 3.0271 -1.3452 0.2828 0.2066 0.0141 0.1194 0.2052
```
Positions in Å, forces in eV/Å.

Results
Structure (SMILES): CCC.CC


Record-wise frontier orbital gap values, in eV: 12.40, 11.90, 12.62, 12.17, 12.62, 12.69
Record-wise total energy values, in Eh: -198.87191, -198.79699, -198.88916, -198.87530, -198.87431, -198.88704
Record-wise ΔE to the lowest compared entry with this formula, charge and spin values, in kJ/mol: 45.28, 241.98, 0.00, 36.39, 38.97, 5.55